DFT (ωB97M-V/def2-TZVPD) results for one molecule with the formula C3H7N at a distorted geometry.

Element x y z (Å)
1 N -1.002 1.564 -1.183
2 C -0.557 0.541 -0.221
3 C 0.486 -0.326 -0.237
4 C 0.708 -1.275 0.866
5 H -0.070 1.929 -1.361
6 H -1.401 2.278 -0.623
7 H -0.082 -2.096 0.707
8 H 1.696 -1.813 0.940
9 H -1.464 0.253 0.472
10 H 1.091 -0.337 -1.174
11 H 0.594 -0.718 1.813

Calculated values
- SMILES string = C/C=C/N
- maximum force (hartree/bohr) = 0.067
- Kohn-Sham gap (eV) = 9.618
- electronic energy (eV) = -4713.077



DFT (ωB97M-V/def2-TZVPD) results for C2H4N2O2P as an isolated structure at a distorted geometry.

Element x y z (Å)
1 P 0.326 -0.015 0.959
2 O 1.830 0.079 1.164
3 O -0.356 -1.229 1.434
4 N -0.564 1.345 1.843
5 N -1.557 -0.461 -2.597
6 C -0.525 -0.626 -2.018
7 C 0.662 -0.587 -1.358
8 H 1.485 0.056 -1.733
9 H 0.951 -1.507 -0.694
10 H -1.446 0.792 1.922
11 H -0.804 2.153 1.077

Calculated values
- net charge = -1
- maximum force (hartree/bohr) = 0.116
- Kohn-Sham gap (alpha / beta) (eV) = 8.014 / 8.015
- electronic energy (eV) = -18504.380



Repeat the second record exactly.
DFT (ωB97M-V/def2-TZVPD) results for C2H4N2O2P as an isolated structure at a distorted geometry.

Element x y z (Å)
1 P 0.326 -0.015 0.959
2 O 1.830 0.079 1.164
3 O -0.356 -1.229 1.434
4 N -0.564 1.345 1.843
5 N -1.557 -0.461 -2.597
6 C -0.525 -0.626 -2.018
7 C 0.662 -0.587 -1.358
8 H 1.485 0.056 -1.733
9 H 0.951 -1.507 -0.694
10 H -1.446 0.792 1.922
11 H -0.804 2.153 1.077

Calculated values
- net charge = -1
- maximum force (hartree/bohr) = 0.116
- Kohn-Sham gap (alpha / beta) (eV) = 8.014 / 8.015
- electronic energy (eV) = -18504.380



- The lowest electronic energy belongs to which entry?
  C2H4N2O2P



- maximum force of number 2 (C2H4N2O2P)?
  0.116 hartree/bohr